Entry from the OMol25 dataset: C18H16N7O10ReS as an isolated structure at a distorted geometry (ωB97M-V/def2-TZVPD).

Calculated values
Multiplicity: 2
LUMO energy (spin up / spin down), eV: -5.11 / -4.91
E_tot, a.u.: -2307.2791
Gap between HOMO and LUMO (spin up / spin down), eV: 6.93 / 7.01
ΔE to the lowest compared entry with this formula, charge and spin, kJ/mol: 140.1
Maximum force, eV Å⁻¹: 1.56
Total charge: +1

Last column: natural (NBO) charge in e.
Element x y z (Å)
Re -1.160 0.690 0.768  1.752
C 4.876 -2.729 2.402  -0.639
C 3.642 -1.918 2.700  0.035
C 3.663 -0.526 2.588  -0.190
C 2.521 0.224 2.808  -0.195
C 1.343 -0.434 3.147  -0.304
C 1.294 -1.815 3.285  -0.202
C 2.451 -2.542 3.068  -0.202
S -0.152 0.460 3.321  2.309
O -0.338 0.974 4.624  -0.837
O -1.226 -0.388 2.725  -0.918
N -0.147 1.580 2.111  -0.845
C 0.235 2.997 1.998  -0.348
C -0.127 3.393 0.564  0.776
O 0.166 4.448 0.108  -0.509
O -0.831 2.438 -0.103  -0.728
H 5.783 -2.176 2.642  0.236
H 4.917 -2.972 1.338  0.232
H 4.885 -3.663 2.964  0.229
H 4.586 -0.023 2.324  0.234
H 2.565 1.305 2.732  0.228
H 0.370 -2.308 3.570  0.244
H 2.428 -3.620 3.194  0.225
H 1.293 3.165 2.168  0.246
H -0.329 3.618 2.688  0.257
N 1.096 -5.258 -0.613  -0.737
C 0.281 -4.227 -0.432  0.676
N -1.037 -4.415 -0.389  -0.758
N 0.840 -3.027 -0.298  -0.606
C 0.251 -1.929 -0.118  0.688
N -0.231 -0.878 0.043  -0.587
H 0.759 -6.193 -0.759  0.420
H 2.082 -5.077 -0.695  0.436
H -1.450 -5.324 -0.509  0.423
H -1.659 -3.637 -0.241  0.428
O -4.631 -0.121 -1.326  -0.499
C -3.554 0.373 -1.207  0.772
O -2.781 0.110 -0.114  -0.722
C -2.970 1.321 -2.202  -0.108
C -3.794 2.246 -2.828  -0.132
C -3.228 3.125 -3.726  0.023
C -1.884 3.128 -4.036  -0.139
C -1.106 2.183 -3.409  0.028
C -1.622 1.280 -2.509  -0.154
N 0.351 2.141 -3.678  0.536
O 0.813 2.967 -4.429  -0.330
O 0.998 1.285 -3.093  -0.392
N -4.098 4.122 -4.400  0.530
O -5.270 4.136 -4.088  -0.351
O -3.585 4.812 -5.255  -0.348
H -4.854 2.287 -2.620  0.277
H -1.465 3.838 -4.731  0.293
H -0.957 0.552 -2.073  0.244

Entry from the OMol25 dataset: C18H16N8S3SbSe3TeTi as an isolated structure at a distorted geometry (ωB97M-V/def2-TZVPD).

Calculated values
Multiplicity: 4
LUMO energy (spin up / spin down), eV: 4.02 / 3.46
E_tot, a.u.: -10890.3766
Gap between HOMO and LUMO (spin up / spin down), eV: 4.72 / 4.57
ΔE to the lowest compared entry with this formula, charge and spin, kJ/mol: 169.5
Maximum force, eV Å⁻¹: 2.08
Total charge: -2

Last column: natural (NBO) charge in e.
Element x y z (Å)
Ti -0.088 -0.238 -0.547  0.828
N 3.748 2.569 0.910  -0.599
C 3.128 1.388 0.594  0.338
N 1.880 1.193 0.702  -0.487
C 1.061 2.191 1.239  0.319
N -0.145 1.920 1.628  -0.263
N -0.539 0.673 1.285  -0.415
C -1.625 0.176 1.865  -0.018
C -1.975 -1.159 1.573  0.107
C -3.088 -1.819 2.157  -0.234
C -3.313 -3.134 1.875  -0.205
C -2.425 -3.829 1.021  -0.292
C -1.368 -3.134 0.485  0.070
N -1.134 -1.840 0.722  -0.581
C 1.620 3.532 1.421  -0.118
C 0.843 4.649 1.713  -0.148
C 1.432 5.890 1.888  -0.246
C 2.813 6.025 1.785  -0.206
C 3.600 4.928 1.472  -0.286
C 3.003 3.688 1.270  0.253
H 4.742 2.649 0.794  0.400
H 3.761 0.580 0.239  0.213
H -2.180 0.774 2.580  0.193
H -3.733 -1.263 2.826  0.203
H -4.155 -3.651 2.320  0.195
H -2.561 -4.875 0.785  0.204
H -0.639 -3.632 -0.148  0.220
H -0.227 4.510 1.791  0.240
H 0.817 6.755 2.099  0.202
H 3.282 6.989 1.934  0.199
H 4.676 5.029 1.384  0.198
S -1.110 0.640 -4.846  -1.032
Sb -0.078 1.890 -3.176  0.903
S -1.521 1.652 -1.231  -0.808
S 1.549 0.329 -2.177  -0.759
Se 1.502 -1.456 2.012  0.243
Se 3.218 -2.058 3.308  -0.361
Te 3.226 -4.121 -0.408  -0.471
Se 1.843 -2.020 -0.236  -0.117
N -0.681 -4.262 -4.037  -0.800
C -1.320 -3.280 -3.307  0.348
C -0.567 -2.267 -2.689  0.026
N -1.145 -1.347 -1.943  -0.454
C -2.485 -1.393 -1.836  -0.020
C -3.198 -2.404 -2.432  0.020
N -2.630 -3.370 -3.162  -0.449
H 0.217 -4.022 -4.422  0.391
H -1.293 -4.788 -4.638  0.383
H 0.502 -2.205 -2.840  0.242
H -2.966 -0.603 -1.280  0.247
H -4.274 -2.449 -2.321  0.186

Entry from the OMol25 dataset: C18H17F6N4O9RhS3 as an isolated structure at a distorted geometry (ωB97M-V/def2-TZVPD).

Calculated values
Multiplicity: 1
LUMO energy (spin up / spin down), eV: 4.30 / 4.31
E_tot, a.u.: -3496.6166
Gap between HOMO and LUMO (spin up / spin down), eV: 5.40 / 5.35
ΔE to the lowest compared entry with this formula, charge and spin, kJ/mol: 345.8
Maximum force, eV Å⁻¹: 3.19
Total charge: -2

Last column: natural (NBO) charge in e.
Element x y z (Å)
Rh 0.083 0.657 0.122  0.791
C -0.702 -4.724 6.298  -0.620
C -0.058 -3.999 5.145  -0.040
C 0.977 -3.093 5.363  -0.228
C 1.537 -2.386 4.310  -0.216
C 1.065 -2.579 3.019  -0.240
C 0.043 -3.484 2.785  -0.188
C -0.511 -4.189 3.845  -0.206
S 1.778 -1.696 1.636  2.316
O 1.159 -2.263 0.452  -0.994
O 3.216 -1.965 1.734  -1.023
N 1.465 -0.176 1.776  -1.050
C 1.073 0.478 3.011  -0.339
C 0.252 1.765 2.818  0.777
O 0.008 2.416 3.836  -0.737
O -0.106 2.088 1.633  -0.755
H -0.031 -4.779 7.156  0.199
H -0.984 -5.741 6.018  0.205
H -1.612 -4.210 6.619  0.213
H 1.344 -2.934 6.372  0.190
H 2.346 -1.688 4.484  0.224
H -0.315 -3.620 1.772  0.249
H -1.323 -4.883 3.654  0.208
H 1.948 0.799 3.594  0.178
H 0.478 -0.160 3.671  0.204
F -5.028 -2.028 0.163  -0.333
C -4.067 -1.182 0.575  0.704
F -4.539 -0.520 1.639  -0.323
F -3.841 -0.308 -0.399  -0.310
S -2.537 -2.101 1.049  2.286
O -1.600 -1.070 1.382  -0.926
O -3.004 -2.985 2.079  -0.948
N -2.180 -2.952 -0.216  -1.261
S -1.357 -2.567 -1.490  2.301
O -0.937 -1.195 -1.597  -0.941
O -0.448 -3.615 -1.839  -0.926
C -2.653 -2.715 -2.799  0.700
F -3.193 -3.942 -2.826  -0.328
F -2.099 -2.491 -4.003  -0.331
F -3.646 -1.834 -2.638  -0.325
N 5.719 -1.163 -3.819  -0.827
C 4.669 -0.392 -4.252  0.667
O 4.574 -0.043 -5.414  -0.622
C 3.675 -0.004 -3.202  -0.146
C 3.934 -0.111 -1.843  -0.232
C 2.939 0.211 -0.937  0.065
N 1.728 0.614 -1.324  -0.428
C 1.480 0.741 -2.630  0.060
C 2.426 0.453 -3.599  -0.216
H 6.257 -1.582 -4.560  0.389
H 5.591 -1.720 -2.991  0.397
H 4.892 -0.433 -1.457  0.210
H 3.091 0.127 0.131  0.251
H 0.482 1.072 -2.881  0.217
H 2.194 0.548 -4.650  0.228
C -1.112 1.693 -0.985  -0.447
H -1.541 2.606 -0.574  0.143
H -1.596 1.289 -1.876  0.131

Entry from the OMol25 dataset: C18H17F6O3S2 as an isolated structure at a distorted geometry (ωB97M-V/def2-TZVPD).

Calculated values
Multiplicity: 1
LUMO energy, eV: 2.59
E_tot, a.u.: -2317.2526
Gap between HOMO and LUMO, eV: 4.77
ΔE to the lowest compared entry with this formula, charge and spin, kJ/mol: 0.0
Maximum force, eV Å⁻¹: 7.30
Total charge: -1

Last column: natural (NBO) charge in e.
Element x y z (Å)
C -0.209 2.015 1.015  -0.636
C -0.098 0.949 2.059  0.219
C 0.692 1.370 3.300  -0.628
C -1.363 0.070 2.240  0.077
C -1.119 -1.290 2.560  -0.163
C -2.165 -2.193 2.478  -0.278
C -3.447 -1.767 2.125  -0.308
C -3.673 -0.432 1.827  -0.237
C -2.632 0.487 1.848  -0.293
O 0.339 -0.200 1.546  -0.890
S 2.921 0.335 -0.666  0.281
C 3.160 -1.160 0.376  0.852
F 4.284 -1.854 0.012  -0.341
F 3.351 -0.720 1.652  -0.314
F 2.091 -2.010 0.388  -0.310
H -0.852 2.808 1.409  0.181
H 0.787 2.396 0.771  0.200
H -0.653 1.608 0.089  0.216
H 0.069 2.035 3.879  0.183
H 0.945 0.493 3.925  0.208
H 1.597 1.887 2.984  0.191
H -0.130 -1.699 2.767  0.234
H -1.916 -3.227 2.645  0.185
H -4.257 -2.491 2.067  0.185
H -4.655 -0.099 1.520  0.183
H -2.747 1.493 1.466  0.190
F 4.357 1.377 -4.522  -0.315
C 3.794 0.592 -3.584  0.751
F 3.355 -0.563 -4.149  -0.321
F 4.748 0.300 -2.683  -0.296
S 2.281 1.511 -2.937  1.930
C 1.679 -0.116 -1.721  -0.452
C 0.155 -0.249 -1.610  -0.094
C -0.443 -1.422 -1.127  -0.145
C -1.826 -1.600 -1.139  -0.202
C -2.689 -0.640 -1.666  -0.197
C -2.118 0.537 -2.124  -0.231
C -0.730 0.707 -2.120  -0.158
O 2.793 2.651 -2.172  -0.874
O 1.300 1.706 -3.998  -0.879
H 1.991 -0.949 -2.378  0.233
H 0.173 -2.249 -0.766  0.223
H -2.256 -2.515 -0.756  0.219
H -3.770 -0.815 -1.734  0.211
H -2.760 1.302 -2.548  0.203
H -0.357 1.633 -2.548  0.209

Entry from the OMol25 dataset: C18H17FN2O11P2SiTa as an isolated structure (ωB97M-V/def2-TZVPD).

Calculated values
Multiplicity: 1
LUMO energy, eV: -3.59
E_tot, a.u.: -2762.6070
Gap between HOMO and LUMO, eV: 7.29
ΔE to the lowest compared entry with this formula, charge and spin, kJ/mol: 0.0
Maximum force, eV Å⁻¹: 0.50
Total charge: +1

Last column: natural (NBO) charge in e.
Element x y z (Å)
Ta -0.585 1.564 -1.153  1.969
O 2.561 1.189 1.877  -1.000
P 1.240 0.548 1.413  2.689
O 0.565 0.018 2.672  -1.112
O 0.344 1.546 0.671  -1.143
O 1.625 -0.623 0.442  -1.089
P 1.097 -1.052 -1.060  2.579
O 0.820 -2.585 -0.870  -0.968
O 2.065 -0.666 -2.079  -1.088
O -0.316 -0.400 -1.086  -1.101
H 3.310 1.295 1.216  0.547
H 1.401 -3.142 -1.407  0.537
C -0.551 -5.224 2.309  -0.178
C -1.813 -4.650 2.390  -0.205
C -1.939 -3.286 2.598  -0.208
C -0.806 -2.475 2.727  -0.488
C 0.456 -3.069 2.650  -0.207
C 0.583 -4.434 2.441  -0.197
Si -0.989 -0.676 3.035  1.656
C -2.231 0.157 1.935  -0.481
C -2.756 -0.457 0.793  -0.224
C -3.701 0.191 0.006  -0.228
C -4.140 1.464 0.357  -0.191
C -3.627 2.091 1.485  -0.218
C -2.685 1.438 2.270  -0.199
H -0.452 -6.289 2.150  0.227
H -2.697 -5.265 2.296  0.228
H -2.933 -2.856 2.662  0.217
H 1.352 -2.469 2.762  0.214
H 1.567 -4.883 2.388  0.223
H -1.159 -0.255 4.431  -0.167
H -2.422 -1.450 0.511  0.236
H -4.108 -0.304 -0.867  0.235
H -4.888 1.963 -0.246  0.232
H -3.978 3.076 1.767  0.233
H -2.314 1.928 3.164  0.225
F 5.070 1.168 -2.722  -0.268
C 3.915 1.743 -2.434  0.269
C 3.025 2.052 -3.381  0.017
N 1.789 2.609 -3.083  -0.381
C 0.792 2.760 -4.146  -0.322
C -0.216 1.613 -4.174  0.792
O -0.399 0.901 -5.103  -0.474
O -0.914 1.526 -3.013  -0.785
C 1.420 2.739 -1.776  0.666
O 0.309 3.323 -1.411  -0.713
N 2.444 2.704 -0.867  -0.613
C 3.621 1.983 -1.034  0.633
O 4.270 1.623 -0.069  -0.585
H 3.219 1.850 -4.424  0.254
H 1.314 2.797 -5.096  0.256
H 0.255 3.696 -3.995  0.253
H 2.191 2.955 0.079  0.446

Among the records above, which one has the highest E_tot?
C18H16N7O10ReS

Copy entry 5 word for word.
Entry from the OMol25 dataset: C18H17FN2O11P2SiTa as an isolated structure (ωB97M-V/def2-TZVPD).

Calculated values
Multiplicity: 1
LUMO energy, eV: -3.59
E_tot, a.u.: -2762.6070
Gap between HOMO and LUMO, eV: 7.29
ΔE to the lowest compared entry with this formula, charge and spin, kJ/mol: 0.0
Maximum force, eV Å⁻¹: 0.50
Total charge: +1

Last column: natural (NBO) charge in e.
Element x y z (Å)
Ta -0.585 1.564 -1.153  1.969
O 2.561 1.189 1.877  -1.000
P 1.240 0.548 1.413  2.689
O 0.565 0.018 2.672  -1.112
O 0.344 1.546 0.671  -1.143
O 1.625 -0.623 0.442  -1.089
P 1.097 -1.052 -1.060  2.579
O 0.820 -2.585 -0.870  -0.968
O 2.065 -0.666 -2.079  -1.088
O -0.316 -0.400 -1.086  -1.101
H 3.310 1.295 1.216  0.547
H 1.401 -3.142 -1.407  0.537
C -0.551 -5.224 2.309  -0.178
C -1.813 -4.650 2.390  -0.205
C -1.939 -3.286 2.598  -0.208
C -0.806 -2.475 2.727  -0.488
C 0.456 -3.069 2.650  -0.207
C 0.583 -4.434 2.441  -0.197
Si -0.989 -0.676 3.035  1.656
C -2.231 0.157 1.935  -0.481
C -2.756 -0.457 0.793  -0.224
C -3.701 0.191 0.006  -0.228
C -4.140 1.464 0.357  -0.191
C -3.627 2.091 1.485  -0.218
C -2.685 1.438 2.270  -0.199
H -0.452 -6.289 2.150  0.227
H -2.697 -5.265 2.296  0.228
H -2.933 -2.856 2.662  0.217
H 1.352 -2.469 2.762  0.214
H 1.567 -4.883 2.388  0.223
H -1.159 -0.255 4.431  -0.167
H -2.422 -1.450 0.511  0.236
H -4.108 -0.304 -0.867  0.235
H -4.888 1.963 -0.246  0.232
H -3.978 3.076 1.767  0.233
H -2.314 1.928 3.164  0.225
F 5.070 1.168 -2.722  -0.268
C 3.915 1.743 -2.434  0.269
C 3.025 2.052 -3.381  0.017
N 1.789 2.609 -3.083  -0.381
C 0.792 2.760 -4.146  -0.322
C -0.216 1.613 -4.174  0.792
O -0.399 0.901 -5.103  -0.474
O -0.914 1.526 -3.013  -0.785
C 1.420 2.739 -1.776  0.666
O 0.309 3.323 -1.411  -0.713
N 2.444 2.704 -0.867  -0.613
C 3.621 1.983 -1.034  0.633
O 4.270 1.623 -0.069  -0.585
H 3.219 1.850 -4.424  0.254
H 1.314 2.797 -5.096  0.256
H 0.255 3.696 -3.995  0.253
H 2.191 2.955 0.079  0.446

The highest multiplicity belongs to which entry?
C18H16N8S3SbSe3TeTi

Please write out number 4 again, unchanged.
Entry from the OMol25 dataset: C18H17F6O3S2 as an isolated structure at a distorted geometry (ωB97M-V/def2-TZVPD).

Calculated values
Multiplicity: 1
LUMO energy, eV: 2.59
E_tot, a.u.: -2317.2526
Gap between HOMO and LUMO, eV: 4.77
ΔE to the lowest compared entry with this formula, charge and spin, kJ/mol: 0.0
Maximum force, eV Å⁻¹: 7.30
Total charge: -1

Last column: natural (NBO) charge in e.
Element x y z (Å)
C -0.209 2.015 1.015  -0.636
C -0.098 0.949 2.059  0.219
C 0.692 1.370 3.300  -0.628
C -1.363 0.070 2.240  0.077
C -1.119 -1.290 2.560  -0.163
C -2.165 -2.193 2.478  -0.278
C -3.447 -1.767 2.125  -0.308
C -3.673 -0.432 1.827  -0.237
C -2.632 0.487 1.848  -0.293
O 0.339 -0.200 1.546  -0.890
S 2.921 0.335 -0.666  0.281
C 3.160 -1.160 0.376  0.852
F 4.284 -1.854 0.012  -0.341
F 3.351 -0.720 1.652  -0.314
F 2.091 -2.010 0.388  -0.310
H -0.852 2.808 1.409  0.181
H 0.787 2.396 0.771  0.200
H -0.653 1.608 0.089  0.216
H 0.069 2.035 3.879  0.183
H 0.945 0.493 3.925  0.208
H 1.597 1.887 2.984  0.191
H -0.130 -1.699 2.767  0.234
H -1.916 -3.227 2.645  0.185
H -4.257 -2.491 2.067  0.185
H -4.655 -0.099 1.520  0.183
H -2.747 1.493 1.466  0.190
F 4.357 1.377 -4.522  -0.315
C 3.794 0.592 -3.584  0.751
F 3.355 -0.563 -4.149  -0.321
F 4.748 0.300 -2.683  -0.296
S 2.281 1.511 -2.937  1.930
C 1.679 -0.116 -1.721  -0.452
C 0.155 -0.249 -1.610  -0.094
C -0.443 -1.422 -1.127  -0.145
C -1.826 -1.600 -1.139  -0.202
C -2.689 -0.640 -1.666  -0.197
C -2.118 0.537 -2.124  -0.231
C -0.730 0.707 -2.120  -0.158
O 2.793 2.651 -2.172  -0.874
O 1.300 1.706 -3.998  -0.879
H 1.991 -0.949 -2.378  0.233
H 0.173 -2.249 -0.766  0.223
H -2.256 -2.515 -0.756  0.219
H -3.770 -0.815 -1.734  0.211
H -2.760 1.302 -2.548  0.203
H -0.357 1.633 -2.548  0.209